Version P
{
  "formula": "C6H15N4",
  "method": "ωB97M-V with the def2-TZVPD basis set",
  "e_lumo_ev": [-4.3, -4.3],
  "homo_lumo_gap_ev": [7.49, 7.49],
  "multiplicity": 1,
  "homo_ev": [-11.75, -11.75],
  "charge": 1,
  "species": ["H", "H", "H", "N", "H", "N", "H", "C", "C", "N", "H", "C", "H", "H", "C", "H", "H", "C", "H", "H", "H", "H", "H", "N", "C"],
  "positions_angstrom": [[0.368, 1.314, -1.076], [0.038, 1.241, 2.057], [0.662, -2.328, -1.207], [-0.450, -0.833, 1.596], [-1.380, 2.104, -2.762], [0.629, -1.367, -0.890], [-1.448, 1.384, -0.720], [-0.517, -0.536, -0.865], [-0.683, 0.473, 2.095], [0.776, -1.268, 1.610], [-3.138, -2.078, 0.559], [-0.513, 0.894, -1.240], [1.372, -0.763, -1.229], [0.919, -2.252, 1.680], [1.968, -0.408, 1.479], [-0.887, 0.280, 3.087], [-0.052, 1.117, -3.343], [-0.966, 1.153, -2.757], [2.198, 0.053, 2.471], [2.692, -1.091, 1.224], [2.041, 0.230, 0.677], [-1.487, 0.853, 1.653], [-1.581, 0.232, -3.144], [-2.670, -1.758, -0.274], [-1.657, -1.110, -0.473]],
  "lowdin_charge": [0.0557, 0.0892, 0.1255, 0.0126, 0.0440, 0.1215, 0.1568, -0.3499, -0.0656, -0.0301, 0.0972, -0.1681, 0.1078, 0.1517, -0.0200, 0.0927, 0.0661, -0.0424, 0.1253, 0.0672, 0.0548, 0.0451, 0.1255, 0.2434, -0.1062]
}

=====

Version Q
{
  "formula": "C6H15N4",
  "method": "ωB97M-V with the def2-TZVPD basis set",
  "e_lumo_ev": -2.7,
  "homo_lumo_gap_ev": 9.49,
  "multiplicity": 1,
  "homo_ev": -12.15,
  "smiles": "CCN(/C=C(\\C)N)C(N)=[NH2+]",
  "charge": 1,
  "species": ["H", "N", "C", "H", "N", "C", "H", "H", "H", "H", "H", "C", "H", "H", "N", "H", "H", "H", "N", "H", "H", "H", "C", "C", "C"],
  "positions_angstrom": [[-2.130, 1.637, 1.799], [0.076, 0.800, -0.350], [-0.996, -1.412, -0.769], [2.849, 0.902, 0.915], [-1.821, 1.020, 1.001], [-0.762, -0.100, -1.101], [0.999, 2.402, 1.110], [1.559, 2.148, -0.634], [0.058, -1.138, 1.248], [3.465, 0.133, -0.597], [-1.884, -3.191, -1.239], [2.558, 0.355, 0.062], [-0.291, 2.747, 2.226], [-1.214, 0.362, -2.002], [-1.554, -2.333, -1.592], [2.352, -0.797, 0.232], [1.645, 0.677, -1.824], [-1.286, -2.275, 1.103], [0.154, 2.130, 1.565], [-2.237, 0.271, 0.397], [0.091, -2.757, 0.364], [-2.049, -1.997, -2.450], [-0.578, 1.327, 0.747], [-0.467, -1.947, 0.570], [1.462, 1.037, -0.782]],
  "lowdin_charge": [0.1706, -0.0701, -0.3510, 0.0439, 0.2038, -0.1066, 0.0835, 0.1253, 0.1253, 0.0996, 0.0937, -0.0803, 0.1295, 0.1356, 0.1300, 0.1137, 0.1428, 0.0577, 0.2146, 0.1424, 0.0454, 0.1423, -0.4121, 0.0006, -0.1803]
}

=====

Which structure above is the least stable one? version P is the least stable one.